P) DFT (wB97M-V/def2-TZVPD) results for a cluster of 2 separate species, C20H27N3O4S in total.

Geometry as ORCA input:
```
! RIJCOSX wB97M-V def2-TZVPD def2/J DEFGRID3
* xyz 0 1
O 3.1140 -4.1531 -0.6286
O -3.5944 7.8021 2.7724
O -0.4978 -6.0540 1.3219
N 0.1604 5.9447 -0.2085
O -2.2893 9.6336 2.5900
S -2.1742 5.8374 1.1046
C 2.9955 -3.5652 0.4377
C -2.5901 8.3414 2.3404
C 0.4279 -5.5136 0.7226
C 1.0979 5.4874 -1.0515
C -2.4967 1.9940 -1.1633
C -1.5105 1.5406 -2.0415
C -0.9534 5.2128 -0.0149
C -2.3295 3.2043 -0.4844
C 0.9646 4.2823 -1.7389
C -0.3520 2.2973 -2.2371
C -1.1662 3.9805 -0.6735
C -0.1787 3.5100 -1.5578
N 1.3759 -6.2223 0.1006
N 1.8361 -3.4219 1.0846
C 4.2074 -2.9411 1.0867
C -1.6086 7.5592 1.4709
C 1.4159 -7.6809 0.0292
C -0.7349 -1.0853 0.4206
C -1.4319 -3.8397 -0.9413
C 0.0616 -1.8185 -0.6689
C -0.0019 -3.3651 -0.6239
C 0.5142 -3.9740 0.7079
H -3.0175 9.9536 3.1444
H 1.9946 6.0798 -1.2057
H -3.3969 1.4063 -1.0073
H -1.6432 0.6013 -2.5708
H -3.1232 3.5209 0.1866
H 1.7531 3.9624 -2.4107
H 0.4108 1.9404 -2.9222
H 2.1091 -5.6964 -0.3652
H 1.8722 -2.9125 1.9524
H 4.0317 -1.8778 1.2362
H 4.3964 -3.4270 2.0421
H 5.0674 -3.0776 0.4317
H -0.6445 7.5236 1.9821
H -1.4713 8.1024 0.5332
H 0.4136 -8.0704 -0.1618
H 2.0807 -7.9947 -0.7767
H 1.7756 -8.0869 0.9761
H -0.5758 -0.0119 0.3176
H -1.8001 -1.2902 0.3177
H -0.3977 -1.3873 1.4113
H -1.7858 -3.3703 -1.8596
H -2.1089 -3.5904 -0.1239
H -1.4494 -4.9199 -1.0897
H 1.1025 -1.5013 -0.6032
H -0.3057 -1.4842 -1.6399
H 0.6352 -3.7300 -1.4311
H -0.1844 -3.6548 1.4810
*
```

- E_HOMO (eV) = -8.191
- SMILES string = CC[C@H](C)[C@H](NC(C)=O)C(=O)NC.O=C(O)CSc1nccc2ccccc12
- frontier orbital gap (eV) = 8.141

Here are the Mulliken charges for atoms 1 to 2, given in e:
1 O -0.74
2 O -0.56

Q) DFT (wB97M-V/def2-TZVPD) results for the molecule C20H27N3O4S.

Geometry as ORCA input:
```
! RIJCOSX wB97M-V def2-TZVPD def2/J DEFGRID3
* xyz 0 1
C -4.6618 -1.7848 -4.7485
H -4.7772 -0.7323 -5.0272
O -3.8155 -1.9352 -3.6347
C -2.5230 -1.5215 -3.7372
C -1.9550 -0.9417 -4.8658
C -0.6249 -0.5545 -4.8488
C 0.1647 -0.7356 -3.7252
C -0.4090 -1.3232 -2.5990
C -1.7310 -1.7116 -2.6029
H -2.1803 -2.1706 -1.7363
H 0.2062 -1.5003 -1.7292
C 1.5893 -0.2314 -3.6889
N 2.4232 -1.1221 -2.8896
C 2.4919 -2.4324 -3.5106
H 3.0164 -2.4086 -4.4792
H 3.0239 -3.1097 -2.8447
H 1.4884 -2.8207 -3.6721
C 3.7652 -0.6156 -2.6664
H 4.2886 -0.3828 -3.6068
H 4.3337 -1.3798 -2.1390
H 3.7427 0.2727 -2.0415
H 1.9735 -0.1568 -4.7271
C 1.5420 1.2118 -3.1371
N 1.0319 1.2634 -1.7920
C 1.7880 1.6172 -0.7311
O 2.9222 2.0464 -0.8324
C 1.1204 1.4498 0.5994
C 1.9403 1.2129 1.7012
C 1.3905 1.0444 2.9586
C 0.0191 1.1252 3.1072
C -0.8084 1.3848 2.0320
C -0.2580 1.5468 0.7716
H -0.9041 1.7756 -0.0630
H -1.8709 1.4606 2.2032
S -0.6772 0.8963 4.7409
O -2.1063 1.0338 4.6663
O 0.0349 1.7152 5.6752
N -0.2318 -0.7107 5.0276
C -1.0265 -1.6192 4.2350
H -0.6200 -2.6254 4.3301
H -2.0775 -1.6176 4.5457
H -0.9671 -1.3050 3.1945
C -0.1669 -1.0471 6.4333
H -1.1614 -1.2009 6.8672
H 0.3197 -0.2186 6.9416
H 0.4260 -1.9538 6.5563
H 1.9998 0.8606 3.8284
H 3.0076 1.1693 1.5461
H 0.1574 0.7841 -1.6408
H 0.8864 1.7963 -3.7932
H 2.5301 1.6723 -3.1310
H -0.1993 -0.1050 -5.7349
H -2.5330 -0.7870 -5.7630
H -4.2966 -2.3519 -5.6108
H -5.6273 -2.1823 -4.4402
*
```

- E_HOMO (eV) = -8.676
- SMILES string = COc1ccc([C@@H](CNC(=O)c2ccc(S(=O)(=O)N(C)C)cc2)N(C)C)cc1
- frontier orbital gap (eV) = 8.865

Here are the Mulliken charges for atoms 1 to 2, given in e:
1 C -0.86
2 H 0.34

R) DFT (wB97M-V/def2-TZVPD) results for the molecule C20H27N3O4S.

Geometry as ORCA input:
```
! RIJCOSX wB97M-V def2-TZVPD def2/J DEFGRID3
* xyz 0 1
C -6.1655 -3.4065 0.8088
H -7.0675 -3.7677 0.3207
H -5.3108 -3.9182 0.3723
H -6.2184 -3.6655 1.8637
C -6.0304 -1.8971 0.6334
C -5.9695 -1.5149 -0.8473
C -5.7983 -0.0065 -0.9959
N -4.5890 0.4042 -0.3120
S -4.0499 1.9514 -0.6621
O -4.5871 2.9201 0.2546
O -4.2373 2.1692 -2.0657
C -2.3035 1.7481 -0.3278
C -1.6719 2.5569 0.5983
C -0.3220 2.3875 0.8426
C 0.3829 1.4005 0.1524
C -0.2647 0.5878 -0.7825
C -1.6116 0.7695 -1.0202
H -2.1440 0.1682 -1.7388
H 0.3101 -0.1638 -1.3000
N 1.7343 1.2406 0.4071
N 2.4166 0.3225 -0.1938
C 3.6923 0.1230 -0.0066
C 4.5178 0.9310 0.8956
O 4.0386 1.8488 1.5528
H 2.1935 1.8699 1.0775
C 5.9793 0.5835 1.0028
H 6.0740 -0.1192 1.8379
C 6.5550 -0.0487 -0.2664
C 6.5054 0.9505 -1.4246
H 6.9155 0.5032 -2.3270
H 7.0884 1.8376 -1.1867
H 5.4828 1.2579 -1.6336
C 8.0065 -0.4627 -0.0155
H 8.4288 -0.9222 -0.9059
H 8.0712 -1.1779 0.8018
H 8.6107 0.4047 0.2399
C 5.7185 -1.2857 -0.6019
C 4.2509 -0.9878 -0.8104
O 3.5683 -1.6320 -1.5732
H 5.7822 -2.0060 0.2204
H 6.0939 -1.7832 -1.4981
H 6.5259 1.4875 1.2813
H 0.1897 3.0113 1.5605
H -2.2527 3.3069 1.1116
C -4.6284 0.1313 1.1072
C -4.7726 -1.3717 1.3291
H -3.8960 -1.8745 0.9167
H -4.8168 -1.5770 2.3997
H -3.6950 0.5019 1.5373
H -5.4620 0.6705 1.5809
H -5.6849 0.2855 -2.0404
H -6.6750 0.5129 -0.5797
H -5.1220 -2.0182 -1.3152
H -6.8818 -1.8268 -1.3577
H -6.9041 -1.4107 1.0821
*
```

- E_HOMO (eV) = -8.725
- SMILES string = CC1CCN(S(=O)(=O)c2ccc(NN=C3C(=O)CC(C)(C)CC3=O)cc2)CC1
- frontier orbital gap (eV) = 7.906

Here are the Mulliken charges for atoms 1 to 2, given in e:
1 C -1.72
2 H 0.41

Stability check: which of them is most stable? P).

P) DFT (wB97M-V/def2-TZVPD) results for a cluster of 2 separate species, C3H7O3 in total.

Geometry as ORCA input:
```
! RIJCOSX wB97M-V def2-TZVPD def2/J DEFGRID3
* xyz -1 1
O -1.0782 0.2014 -0.6147
C -1.8949 -0.7642 -0.4562
O -2.4047 -1.4976 -1.2960
H -2.1866 -0.9656 0.5981
H 0.5065 -0.6759 -0.1259
C 1.9548 0.7706 0.3253
O 1.4452 -0.5974 0.1287
C 1.4920 1.5754 1.5060
H 3.0481 0.6066 0.5296
H 1.6666 1.3623 -0.6489
H 1.7125 2.6385 1.5871
H 0.3874 1.4895 1.5407
H 1.8553 1.2023 2.5246
*
```

- E_HOMO (eV) = -4.367
- frontier orbital gap (eV) = 8.359

Here are the Mulliken charges for atoms 1 to 2, given in e:
1 O -0.72
2 C 0.03

Q) DFT (wB97M-V/def2-TZVPD) results for a cluster of 2 separate species, C3H7O3 in total.

Geometry as ORCA input:
```
! RIJCOSX wB97M-V def2-TZVPD def2/J DEFGRID3
* xyz -1 1
C -0.3698 -2.4359 -0.4361
C -1.0127 -1.0373 -0.0463
O -1.4140 -0.9605 1.1319
O -1.0485 -0.2203 -0.9843
H -0.1125 -3.0578 0.4247
H 0.5198 -2.4084 -1.0683
H -1.1893 -2.9359 -0.9804
C 0.4473 2.1933 0.1186
O 1.8153 2.5432 0.4525
H 2.0495 2.1092 1.2844
H 0.0257 1.5366 0.8715
H 0.4227 1.5647 -0.7664
H -0.1337 3.1091 -0.0019
*
```

- E_HOMO (eV) = -4.041
- frontier orbital gap (eV) = 7.917

Here are the Mulliken charges for atoms 1 to 2, given in e:
1 C -0.89
2 C 0.60

R) DFT (wB97M-V/def2-TZVPD) results for a cluster of 2 separate species, C3H7O3 in total.

Geometry as ORCA input:
```
! RIJCOSX wB97M-V def2-TZVPD def2/J DEFGRID3
* xyz -1 1
O 1.5338 3.5301 -0.2835
H 1.5704 2.5495 -0.3559
H 2.4308 3.7896 0.0267
O 1.1099 -0.8556 -1.1776
O -0.1755 -2.6015 -1.5593
C 0.0182 -1.4761 -1.0442
C -0.6109 -0.6587 1.1557
C -1.0787 -0.8689 -0.2828
H 0.4740 -0.4606 1.1768
H -0.8019 -1.6249 1.6522
H -1.1246 0.1358 1.7227
H -1.3826 0.0756 -0.7738
H -1.9629 -1.5344 -0.2570
*
```

- E_HOMO (eV) = -3.578
- frontier orbital gap (eV) = 7.100

Here are the Mulliken charges for atoms 1 to 2, given in e:
1 O -0.67
2 H 0.36

Stability check: which of them is most stable? R).

P) DFT (wB97M-V/def2-TZVPD) results for a cluster of 2 separate species, C3H7O3 in total.

Geometry as ORCA input:
```
! RIJCOSX wB97M-V def2-TZVPD def2/J DEFGRID3
* xyz -1 1
O -0.9292 0.1041 3.7240
H -0.7758 1.0284 4.0246
H -1.2268 0.1931 2.7903
O -1.4955 -0.0495 0.2560
O -1.7386 -1.3181 -1.4921
C -1.1109 -0.4554 -0.8355
C 1.4797 -0.2000 -0.8878
C 0.0965 0.1918 -1.4527
H 1.6943 -1.2701 -0.7286
H 1.5737 0.3251 0.0776
H 2.2296 0.2093 -1.5854
H 0.0642 -0.0527 -2.5319
H 0.1388 1.2940 -1.3584
*
```

- E_HOMO (eV) = -3.720
- frontier orbital gap (eV) = 7.607

Here are the Mulliken charges for atoms 1 to 2, given in e:
1 O -0.68
2 H 0.29

Q) DFT (wB97M-V/def2-TZVPD) results for a structure of composition C3H7O3.

Geometry as ORCA input:
```
! RIJCOSX wB97M-V def2-TZVPD def2/J DEFGRID3
* xyz -1 1
O -3.8050 -1.1173 0.0193
C -2.7627 -0.7341 0.6062
O -1.6256 -0.5973 0.0784
H -2.7574 -0.4959 1.7500
H -0.5731 -1.0728 -0.2330
C 1.1684 -0.0676 0.1081
O 0.5409 -1.1341 -0.6150
C 1.7318 1.1262 -0.7287
H 2.0536 -0.5428 0.8890
H 0.5584 0.3955 0.8989
H 1.2679 1.1464 -1.7790
H 2.8465 1.1061 -0.8574
H 1.3562 1.9878 -0.1369
*
```

- E_HOMO (eV) = -4.670
- frontier orbital gap (eV) = 8.935

Here are the Mulliken charges for atoms 1 to 2, given in e:
1 O -0.64
2 C 0.07

R) DFT (wB97M-V/def2-TZVPD) results for a cluster of 2 separate species, C3H7O3 in total.

Geometry as ORCA input:
```
! RIJCOSX wB97M-V def2-TZVPD def2/J DEFGRID3
* xyz -1 1
O 5.1124 -2.2640 2.6302
C 4.4440 -1.9809 3.5795
O 4.0621 -2.9330 4.4847
H 3.6424 -1.2272 3.5290
H 4.8004 -3.4896 4.7725
C -2.5977 0.8709 -1.8822
O -3.4546 0.9928 -0.8443
C -2.8417 2.0512 -2.9172
H -2.7679 -0.0974 -2.4094
H -1.5438 1.0555 -1.5475
H -3.6379 1.8412 -3.6442
H -1.9963 2.3842 -3.5380
H -3.2214 2.7963 -2.2133
*
```

- E_HOMO (eV) = -1.882
- frontier orbital gap (eV) = 3.959

Here are the Mulliken charges for atoms 1 to 2, given in e:
1 O -0.42
2 C 0.23

Stability check: which of them is most stable? P).

P) DFT (wB97M-V/def2-TZVPD) results for the molecule C5H10N4.

Geometry as ORCA input:
```
! RIJCOSX wB97M-V def2-TZVPD def2/J DEFGRID3
* xyz 0 1
C 0.0020 -0.7764 0.3054
C 2.0381 0.3101 1.3173
C 1.6759 -0.2736 -1.2013
C -4.0888 0.1270 -0.2496
C 1.4244 -0.6581 0.2629
N -1.8487 0.9052 -0.6348
N -1.0157 -1.3701 0.5098
N -2.2922 -1.2090 0.4563
N -2.5843 0.0707 -0.2823
H 1.5698 1.2834 1.3958
H 3.2040 0.3229 1.1530
H 2.0187 -0.0577 2.4300
H 1.3370 0.7017 -1.3525
H 1.0239 -0.7202 -1.8555
H 2.6844 -0.2664 -1.5142
H -4.3948 0.2204 0.6975
H -4.4368 1.0954 -0.7775
H -4.4355 -0.7134 -0.8536
H 1.9789 -1.6527 0.5805
*
```

- E_HOMO (eV) = -8.079
- frontier orbital gap (eV) = 8.339

Here are the Mulliken charges for atoms 1 to 2, given in e:
1 C 0.02
2 C -1.24

Q) DFT (wB97M-V/def2-TZVPD) results for a cluster of 2 separate species, C5H10N4 in total.

Geometry as ORCA input:
```
! RIJCOSX wB97M-V def2-TZVPD def2/J DEFGRID3
* xyz 0 1
C 1.5027 -0.6237 -0.2289
C 0.8390 1.7784 -0.0146
C -0.3305 1.0867 -0.8730
C -1.4895 0.4428 -0.0885
C -2.1851 -0.9522 -0.2044
H 1.6281 0.1471 1.8615
H 2.8739 -1.2533 0.6009
H 1.5500 -2.5852 -0.4778
H 0.6245 1.6598 1.0403
H 1.2372 2.5818 -0.5076
H -0.8235 1.2176 -1.8869
H -2.3532 1.1135 0.0380
H -1.8340 -2.0207 -0.8874
H -3.3454 -1.0191 -0.2498
H -1.5492 0.0768 1.9728
N 2.5524 -0.1762 0.7120
N 1.2949 -1.6107 -0.9700
N 0.9197 0.6064 -0.8546
N -1.1121 -0.4700 1.0181
*
```

- E_HOMO (eV) = -8.747
- frontier orbital gap (eV) = 8.735

Here are the Mulliken charges for atoms 1 to 2, given in e:
1 C 0.30
2 C -0.63

R) DFT (wB97M-V/def2-TZVPD) results for the molecule C5H10N4.

Geometry as ORCA input:
```
! RIJCOSX wB97M-V def2-TZVPD def2/J DEFGRID3
* xyz 0 1
C 1.4094 -1.0858 0.3981
C 0.6484 0.1528 0.6563
C 1.1704 1.4349 0.1846
C -1.3061 1.4404 -0.2638
C -2.5036 -0.4995 -0.3135
H 2.9532 -1.6799 -0.8852
H 1.9431 -0.6278 -1.4849
H 0.7801 -1.9447 0.2063
H 2.0043 -1.4746 1.2870
H 0.2495 0.1650 1.7278
H 1.1557 2.3004 0.8361
H 1.9143 1.5797 -0.5636
H -1.2741 2.5161 -0.3264
H -1.5743 -0.7383 -0.8542
H -4.1702 -1.0792 0.3915
N 2.4275 -0.8304 -0.6341
N -0.0581 0.9033 -0.3556
N -2.4537 0.8896 -0.0468
N -3.3158 -1.4217 0.0405
*
```

- E_HOMO (eV) = -8.937
- SMILES string = [H]/N=C\N=C/N1C[C@@H]1CN
- frontier orbital gap (eV) = 9.548

Here are the Mulliken charges for atoms 1 to 2, given in e:
1 C -0.68
2 C 0.21

Stability check: which of them is most stable? R).

P) DFT (wB97M-V/def2-TZVPD) results for the molecule C5H8BN.

Geometry as ORCA input:
```
! RIJCOSX wB97M-V def2-TZVPD def2/J DEFGRID3
* xyz 0 1
B 0.5683 1.3501 0.6626
C 1.1118 -1.0636 0.1805
C 0.5346 -0.9483 -1.0276
C -1.0807 -0.3921 0.4952
C 0.2242 -0.1369 1.1358
C -0.5181 0.1231 -0.9294
N 0.0671 1.4082 -0.7639
H 1.1066 2.1524 1.2601
H 2.1063 -1.4255 0.3820
H 0.5119 -1.4250 -2.0112
H -1.3628 -1.4477 0.4307
H -1.9353 0.1346 0.9546
H 0.1644 -0.5517 2.2109
H -1.3171 -0.0196 -1.7070
H -0.1813 2.2420 -1.2733
*
```

- E_HOMO (eV) = -8.937
- SMILES string = B1N[C@H]2C=C[C@@H]1C2
- frontier orbital gap (eV) = 9.762

Here are the Mulliken charges for atoms 1 to 2, given in e:
1 B 0.14
2 C -0.61

Q) DFT (wB97M-V/def2-TZVPD) results for the molecule C5H8BN.

Geometry as ORCA input:
```
! RIJCOSX wB97M-V def2-TZVPD def2/J DEFGRID3
* xyz 0 1
B -1.1143 1.2590 0.3243
C -0.7390 -1.1836 -0.7255
C -0.1222 -1.4185 0.4598
C 0.9867 0.3053 -0.6358
C -0.4415 0.2553 -1.1364
C 0.7269 -0.1768 0.7774
N -0.3041 0.7212 1.3117
H -1.8121 2.1430 0.1747
H -1.4577 -1.8524 -1.2377
H -0.0332 -2.2879 0.9275
H 1.6933 -0.6052 -1.0784
H 1.5036 1.2820 -0.7917
H -0.7945 0.5263 -2.1699
H 1.6037 -0.4493 1.4522
H -0.2589 1.0600 2.2958
*
```

- E_HOMO (eV) = -8.312
- SMILES string = B1N[C@H]2C=C[C@@H]1C2
- frontier orbital gap (eV) = 9.101

Here are the Mulliken charges for atoms 1 to 2, given in e:
1 B 0.04
2 C -0.36

R) DFT (wB97M-V/def2-TZVPD) results for the molecule C5H8BN.

Geometry as ORCA input:
```
! RIJCOSX wB97M-V def2-TZVPD def2/J DEFGRID3
* xyz 0 1
B 1.2131 0.3667 0.0103
C 0.6623 1.1233 -1.2615
C -0.3305 0.7825 -2.0688
C -1.0758 -0.5141 -2.0255
C -2.0683 -0.5769 -1.1761
C 0.2147 -0.7383 2.2022
N 0.3231 0.0238 0.9987
H 2.2385 0.4234 0.3062
H 1.0903 2.0394 -1.7037
H -0.5628 1.5383 -2.8874
H -0.6590 -1.1823 -2.6741
H -2.6361 -0.3333 -0.2852
H -0.9130 -0.9249 2.3477
H 0.5827 -1.7553 2.0657
H 0.5504 -0.2137 3.2220
*
```

- E_HOMO (alpha / beta) (eV) = -9.488 / -7.911
- frontier orbital gap (alpha / beta) (eV) = 9.812 / 6.977

Here are the Mulliken charges for atoms 1 to 2, given in e:
1 B 0.15
2 C -0.21

Stability check: which of them is most stable? P).

P) DFT (wB97M-V/def2-TZVPD) results for the ion C4H9N4O with charge +1.

Geometry as ORCA input:
```
! RIJCOSX wB97M-V def2-TZVPD def2/J DEFGRID3
* xyz 1 1
C 0.2064 0.3348 -1.1066
C 1.2053 -1.7211 -0.6128
C -0.5654 -0.8642 0.6344
C -1.0082 1.3787 1.5927
N 0.0870 -0.9644 -0.6501
N 0.3240 1.2202 -0.1945
N 0.2183 0.5577 -2.3971
N 0.0310 0.4898 1.0434
O 1.4985 -2.5877 0.1411
H 1.8740 -1.4042 -1.4369
H -1.6681 -0.8383 0.5325
H -0.3043 -1.8153 1.3051
H -0.5095 2.2129 2.0130
H -1.7304 1.5595 0.8606
H -1.4882 0.8261 2.4341
H 0.2980 -0.2309 -3.0195
H 0.4951 1.4706 -2.6017
H 1.0364 0.3757 1.4623
*
```

- E_HOMO (eV) = -14.486
- SMILES string = C[N@H+]1CN(C=O)C(N)=N1
- frontier orbital gap (eV) = 11.352

Here are the Mulliken charges for atoms 1 to 2, given in e:
1 C 0.61
2 C 0.17

Q) DFT (wB97M-V/def2-TZVPD) results for the ion C4H9N4O with charge +1.

Geometry as ORCA input:
```
! RIJCOSX wB97M-V def2-TZVPD def2/J DEFGRID3
* xyz 1 1
C 0.6659 0.9575 0.9153
C -0.7863 0.4169 -0.9880
C -1.9525 -0.3174 -0.4276
C 1.5783 -0.5583 -0.8600
N -0.2345 -0.5005 2.5180
N -0.1511 -1.2773 0.5224
N 0.3585 -0.0783 -0.0885
N 0.3763 0.5506 2.1715
O -1.3014 -1.5309 -0.0602
H 1.3731 1.7040 0.4322
H -0.5650 0.0758 -2.0108
H -0.6995 1.5061 -0.8983
H -2.3305 0.2424 0.3832
H -2.8267 -0.5994 -1.2111
H 2.2655 -1.1718 -0.1942
H 1.5260 -1.0547 -1.8011
H 2.2727 0.2953 -1.2078
H 0.4311 1.3400 2.8052
*
```

- E_HOMO (alpha / beta) (eV) = -13.082 / -13.087
- frontier orbital gap (alpha / beta) (eV) = 7.848 / 7.847

Here are the Mulliken charges for atoms 1 to 2, given in e:
1 C -0.28
2 C -0.44

Stability check: which of them is most stable? P).